{
  "formula": "C59H56IrN6O4Te",
  "method": "wB97M-V/def2-TZVPD",
  "homo_ha": [-0.4493, -0.4508],
  "e_lumo_ha": [-0.296, -0.267],
  "energy_ha": -3283.186495,
  "relative_energy_ev": 0.000,
  "charge": 2,
  "spin_multiplicity": 2,
  "species": ["Ir", "O", "C", "N", "C", "O", "C", "C", "C", "C", "C", "N", "C", "C", "C", "C", "C", "N", "H", "H", "H", "H", "H", "H", "H", "H", "C", "C", "C", "C", "C", "O", "C", "C", "C", "C", "C", "C", "C", "O", "C", "C", "C", "N", "C", "C", "Te", "C", "C", "C", "C", "C", "C", "C", "C", "C", "C", "C", "C", "H", "H", "H", "H", "H", "H", "H", "H", "H", "H", "H", "H", "H", "H", "H", "H", "H", "H", "H", "H", "H", "H", "H", "H", "C", "C", "C", "C", "C", "C", "C", "N", "C", "C", "C", "C", "C", "C", "C", "N", "C", "C", "C", "C", "H", "H", "H", "H", "H", "H", "H", "H", "H", "H", "H", "H", "H", "H", "H", "H", "H", "H", "H", "H", "H", "H", "H", "H"],
  "coordinates": [[0.591982, -0.339928, 0.723671], [3.839782, 0.888872, 3.194971], [3.214182, 0.508272, 2.231771], [2.231582, -0.425528, 2.239971], [2.151282, -1.399628, 3.195571], [3.076782, -2.023928, 3.652971], [0.723482, -1.668528, 3.602371], [0.455782, -2.139628, 4.882171], [-0.867718, -2.315828, 5.256371], [-1.864618, -2.032528, 4.333771], [-1.503818, -1.570528, 3.075171], [-0.239218, -1.387728, 2.727971], [3.440382, 1.106172, 0.864471], [4.619082, 1.807172, 0.640471], [4.868982, 2.296372, -0.631929], [3.918982, 2.089772, -1.620629], [2.766282, 1.380972, -1.307229], [2.533682, 0.899972, -0.092129], [1.280882, -2.351528, 5.543771], [-1.108118, -2.666528, 6.249671], [-2.905318, -2.171228, 4.580571], [-2.251418, -1.333228, 2.332471], [5.306182, 1.935772, 1.462871], [5.787482, 2.822172, -0.844629], [4.064182, 2.462072, -2.622729], [2.004482, 1.201972, -2.055029], [-2.613618, -6.626128, -1.758029], [-2.164018, -5.299928, -1.266929], [-3.089818, -4.381828, -0.766429], [-2.714318, -3.136128, -0.322329], [-3.782618, -2.398628, 0.426971], [-4.519718, -3.065928, 1.123171], [-3.946918, -0.934428, 0.360171], [-3.593218, -0.167528, -0.745029], [-3.914818, 1.177972, -0.768829], [-4.540818, 1.774572, 0.314671], [-4.907718, 1.009472, 1.411171], [-4.630118, -0.341328, 1.426871], [-1.337518, -2.696528, -0.398729], [-1.040218, -1.492028, -0.167929], [-0.361718, -3.715428, -0.751329], [-0.819918, -4.957928, -1.190829], [1.075582, -3.529228, -0.583729], [1.640882, -2.433228, -0.200329], [3.071182, -2.396228, 0.080971], [4.061282, -2.732128, -1.028629], [4.169382, -1.342728, -2.694729], [2.556082, -2.175828, -3.841929], [1.233682, -1.975628, -3.469129], [0.219082, -2.563928, -4.204029], [0.520182, -3.322028, -5.325429], [1.838682, -3.491428, -5.714529], [2.860182, -2.922428, -4.972629], [1.895882, -4.764228, -0.821129], [2.131082, -5.241928, -2.112429], [2.916282, -6.366328, -2.307329], [3.468182, -7.028228, -1.221329], [3.210382, -6.576928, 0.063971], [2.427282, -5.450428, 0.265671], [-3.687118, -6.632828, -1.918029], [-2.382718, -7.396728, -1.022729], [-2.106918, -6.905228, -2.678629], [-4.131218, -4.662528, -0.696829], [-3.120218, -0.629128, -1.599929], [-3.694318, 1.750772, -1.655629], [-4.783018, 2.827072, 0.297871], [-5.446918, 1.462972, 2.227271], [-4.958718, -0.970328, 2.242571], [-0.099118, -5.710428, -1.471329], [3.282982, -3.073828, 0.917271], [3.304082, -1.390728, 0.425471], [3.906482, -3.718928, -1.450929], [5.057082, -2.694628, -0.591329], [1.001282, -1.374628, -2.599429], [-0.811618, -2.432928, -3.908129], [-0.271118, -3.778428, -5.897729], [2.073282, -4.067428, -6.596429], [3.887782, -3.069628, -5.270129], [1.701182, -4.732728, -2.961629], [3.087882, -6.730028, -3.308929], [4.081782, -7.902428, -1.374429], [3.609582, -7.107328, 0.913871], [2.214382, -5.118428, 1.272571], [0.754982, 6.512272, 3.234371], [0.038882, 5.434372, 4.057171], [0.699882, 5.366672, 5.436571], [-1.439718, 5.813472, 4.238271], [0.077782, 4.099572, 3.344271], [0.411282, 2.919372, 4.004271], [0.417482, 1.726272, 3.308571], [0.107982, 1.620872, 2.025471], [-0.264318, 2.728372, 1.367471], [-0.278118, 3.968572, 2.000471], [-0.657218, 2.541872, -0.041029], [-1.280418, 3.543872, -0.778529], [-1.595718, 3.369972, -2.125229], [-1.292818, 2.122272, -2.668529], [-0.719818, 1.152972, -1.866129], [-0.392918, 1.350172, -0.596629], [-2.183618, 4.506272, -2.932929], [-1.067318, 5.552872, -3.098929], [-2.645018, 4.060572, -4.322129], [-3.379218, 5.127872, -2.196629], [0.760682, 7.445372, 3.790871], [0.264582, 6.702272, 2.284471], [1.786282, 6.226972, 3.042471], [0.732182, 6.362172, 5.869771], [1.721282, 5.001272, 5.367171], [0.138982, 4.735572, 6.120171], [-1.507618, 6.729872, 4.817471], [-1.973518, 5.030772, 4.772371], [-1.931118, 5.974572, 3.282271], [0.681882, 2.908472, 5.045771], [0.686482, 0.820572, 3.827371], [-0.558218, 4.846972, 1.442271], [-1.526618, 4.474472, -0.300029], [-1.506818, 1.888272, -3.697829], [-0.519818, 0.170572, -2.271129], [-0.198018, 5.112772, -3.583829], [-0.756018, 5.960872, -2.140029], [-1.424718, 6.370972, -3.719529], [-1.816318, 3.680872, -4.913529], [-3.057918, 4.913472, -4.854129], [-3.421818, 3.302872, -4.253129], [-3.098118, 5.559472, -1.239429], [-4.157118, 4.385172, -2.029329], [-3.798818, 5.926672, -2.802129]],
  "forces_ev_per_a": [[3.7983, -0.5974, 2.0104], [-0.2317, -0.4765, -0.3293], [0.7220, 1.1848, -0.3431], [-2.3087, -0.0461, -2.1936], [-0.5102, -1.2789, 0.7134], [-0.2733, 0.6247, -0.1080], [0.4816, -0.3991, 0.6254], [-0.0448, 0.0555, -0.4120], [0.0049, 0.0539, -0.1327], [0.2249, -0.0237, 0.0149], [-0.5755, -0.0716, -0.0380], [0.3645, 0.4465, -1.0916], [0.6985, 0.2188, 0.5099], [-0.4135, -0.2886, -0.0197], [-0.2555, 0.0012, -0.1838], [0.0233, 0.1074, 0.4001], [-0.3965, 0.1629, -0.4020], [-1.4496, -0.6789, 0.6135], [0.0833, -0.0235, 0.0346], [-0.0610, -0.0276, 0.0197], [-0.0970, 0.0270, -0.0564], [-0.0093, 0.0453, -0.0841], [0.0130, -0.0146, 0.0694], [0.0383, 0.0741, -0.0377], [-0.0344, -0.0525, -0.0851], [0.0431, 0.0102, 0.0222], [0.0635, -0.4013, -0.0005], [0.0520, 0.6666, 0.2043], [0.5091, -0.4517, -0.2820], [0.7803, 0.7196, 0.1589], [0.2583, -0.2896, -0.1292], [-0.0639, 0.0762, 0.0972], [-0.3527, 0.4323, 0.2204], [-0.1480, -0.1237, 0.1637], [0.0219, 0.0409, -0.0906], [-0.0532, -0.0204, -0.0452], [-0.0006, 0.1140, 0.0425], [0.1409, -0.1012, -0.1728], [-0.1981, -3.3024, -0.5641], [0.6876, 3.8003, 1.0574], [-0.8134, 0.8761, 0.2974], [-0.4045, -0.2624, -0.0557], [-0.5294, -0.0132, -0.1819], [-0.8061, 1.4152, 1.0618], [0.9396, 0.2534, 0.0900], [-0.2045, 0.2559, -0.4149], [-0.4132, -0.6999, -0.0997], [0.6409, 0.3137, 0.3720], [0.0608, 0.0370, -0.0325], [-0.1624, 0.0015, -0.0356], [0.0010, -0.0448, 0.0113], [-0.0759, -0.0369, -0.0731], [0.0483, -0.0040, 0.0893], [0.4294, -0.0521, -0.0962], [-0.0345, 0.1225, 0.1279], [-0.0793, 0.0802, 0.0265], [-0.0288, 0.0228, 0.0823], [-0.0310, -0.0154, -0.0370], [-0.1251, 0.1138, -0.0469], [-0.0663, -0.0643, -0.0983], [-0.0224, -0.1082, 0.0391], [-0.0281, -0.0194, -0.1236], [-0.0739, 0.0208, 0.0423], [0.0625, -0.0719, -0.0452], [-0.0241, 0.1056, -0.0211], [-0.0234, 0.1063, -0.0715], [-0.0249, 0.0580, 0.1396], [-0.0039, -0.0162, 0.0337], [-0.0484, -0.0345, 0.0108], [-0.1088, 0.1381, 0.0017], [-0.0115, -0.3108, -0.0417], [0.1864, 0.0812, -0.0069], [0.0750, -0.0127, 0.0145], [0.0179, -0.0260, 0.0725], [-0.1305, 0.0257, 0.0506], [-0.1189, -0.0431, -0.0757], [0.0204, -0.0682, -0.0808], [0.0785, -0.0038, -0.0001], [-0.0538, 0.1072, -0.1252], [0.0301, -0.0050, -0.0920], [0.0525, -0.0752, -0.0079], [0.0549, -0.0452, 0.0931], [0.0167, 0.0454, 0.1028], [-0.0278, -0.1767, 0.0207], [-0.0393, 0.2670, 0.1004], [-0.0693, -0.0555, -0.1854], [0.1184, -0.0696, -0.0190], [0.0090, -0.2691, 0.0562], [-0.0812, 0.0202, -0.3466], [0.1449, -0.2224, 0.6121], [0.0826, -1.1202, -1.2442], [-0.0680, 0.2950, 0.1509], [0.0232, -0.2974, -0.0883], [-0.2387, 0.3225, -0.4309], [0.2203, -0.2725, 0.1240], [0.1494, -0.3125, -0.0088], [0.1388, 0.1712, 0.2065], [-0.1031, -0.1726, -0.4408], [-0.0562, -0.6789, 0.3705], [-0.0472, 0.2610, -0.1081], [-0.1132, -0.0689, -0.0030], [0.0863, 0.0199, 0.2512], [0.1423, -0.1172, -0.0488], [-0.0162, 0.0910, 0.0371], [-0.0673, 0.0304, -0.1625], [0.1546, 0.0078, -0.0391], [-0.0190, 0.0928, 0.0262], [0.1573, -0.0446, 0.0462], [-0.0403, -0.1093, 0.1248], [-0.0374, 0.1235, 0.0447], [-0.0970, -0.0565, 0.0812], [-0.0836, 0.0292, -0.1317], [0.0411, -0.0241, 0.0868], [0.0441, -0.0628, -0.0232], [-0.0089, 0.0272, -0.0677], [0.0157, 0.1374, 0.0925], [-0.0246, -0.0557, -0.0892], [0.0164, -0.1065, 0.0496], [0.0956, -0.0118, -0.0614], [0.0413, 0.0628, 0.1057], [-0.0241, 0.0945, -0.0327], [0.0695, -0.0879, -0.1247], [-0.0414, 0.0655, -0.0271], [-0.0941, -0.1414, -0.0646], [0.0113, 0.0514, 0.1114], [-0.1172, -0.0492, 0.0286], [-0.0466, 0.0732, -0.0516]]
}